1.
Density functional theory data (the ωB97M-V functional and the def2-TZVPD basis) for an isolated molecule of C20H20ClF2N3O6S at a distorted geometry.

## Properties
LUMO energy: -0.11 eV
Spin multiplicity: 1
Relative energy (zero: lowest compared OMol25 entry of this formula, charge and spin): 0.0 kJ/mol
E_tot: -66612.790 eV
Highest occupied orbital energy: -9.011 eV
Charge: 0

Geometry (Å):
C -0.8271 3.5948 -1.9008
C 0.0519 2.7093 -1.1009
N 0.6649 3.1629 -0.0290
N 1.3770 2.1546 0.4880
C 1.2264 1.0400 -0.2489
C 0.3697 1.3361 -1.3099
C -0.0790 0.3724 -2.2650
C -1.0096 0.5362 -3.2192
C -1.5110 -0.5769 -4.0204
O -2.4742 -0.5328 -4.7446
O -0.7983 -1.7205 -3.8138
C -1.3493 -2.9388 -4.2738
H -0.6186 -3.4434 -4.9118
H -2.2532 -2.7393 -4.8643
C -1.7077 -3.8681 -3.1081
O -2.0159 -5.0219 -3.2879
N -1.6400 -3.2406 -1.9050
C -1.8491 -3.7467 -0.6290
C -2.1569 -5.0765 -0.3641
C -2.3304 -5.5031 0.9407
C -2.1881 -4.6202 1.9955
C -1.8836 -3.2892 1.7501
C -1.7306 -2.8549 0.4479
O -1.4264 -1.5194 0.1224
C -1.8990 -0.5554 0.9254
F -0.9700 -0.1590 1.8421
F -2.1474 0.5403 0.1871
H -2.8154 -0.8201 1.4830
H -1.7521 -2.6041 2.5741
H -2.3086 -4.9570 3.0128
H -2.5707 -6.5371 1.1319
H -2.2581 -5.7595 -1.1910
H -1.3541 -2.2680 -1.9224
H -1.5114 1.4732 -3.3902
H 0.3782 -0.6032 -2.1518
Cl 1.9888 -0.4262 0.1476
C 2.1014 2.3300 1.7210
C 2.9698 3.5720 1.6868
H 2.4264 4.4141 1.2679
H 3.9237 3.4325 1.1907
S 3.2724 3.8993 3.4633
O 3.0170 5.2769 3.7678
O 4.5505 3.3623 3.8368
C 1.9390 2.8281 4.1200
C 1.1187 2.5110 2.8919
H 0.4570 3.3443 2.6486
H 0.5134 1.6126 3.0195
H 2.4208 1.9532 4.5458
H 1.3940 3.3751 4.8807
H 2.7134 1.4365 1.8801
H -1.8549 3.2385 -1.8546
H -0.7808 4.6000 -1.4918
H -0.5093 3.6121 -2.9414

Mulliken population analysis, charges in e, atoms 1 to 2: atom 1 (C): -1.505, atom 2 (C): 0.844

2.
Density functional theory data (the ωB97M-V functional and the def2-TZVPD basis) for a structure of composition C20H20CrN2O6S at a distorted geometry.

## Properties
LUMO energy (spin up / spin down): 0.05 / -0.05 eV
Spin multiplicity: 5
Relative energy (zero: lowest compared OMol25 entry of this formula, charge and spin): 0.0 kJ/mol
E_tot: -75588.417 eV
Highest occupied orbital energy (spin up / spin down): -8.362 / -8.772 eV
⟨S²⟩: 6.013
Charge: 0

Geometry (Å):
Cr -0.4861 0.8038 -0.3468
O 2.4287 -1.7729 -1.3975
C 2.0497 -0.6257 -1.4726
O 0.7624 -0.3474 -1.4145
C 2.9575 0.6180 -1.4783
C 2.4173 1.6701 -2.4493
C 3.6123 2.6029 -2.8430
C 3.7290 3.4405 -1.5305
C 2.6351 2.8261 -0.6471
O 1.6501 2.5604 -1.5879
C 3.0349 1.3982 -0.1430
C 2.0714 0.8002 0.8601
O 2.3723 -0.1504 1.5423
O 0.9263 1.4164 0.9089
H 3.9863 0.2980 -1.7659
H 1.8727 1.3492 -3.3192
H 4.5130 2.1121 -3.1542
H 3.3917 3.2724 -3.7307
H 4.7028 3.4173 -1.0660
H 3.4077 4.4647 -1.7964
H 2.2065 3.4328 0.1161
H 4.0260 1.3557 0.2731
S -2.3652 -0.2193 -1.5860
C -1.9977 -1.8589 -1.3286
N -0.7334 -2.2800 -1.2811
C -0.3396 -3.5219 -1.1176
C -1.2753 -4.5181 -0.9473
C -2.5939 -4.0510 -0.9798
N -2.9495 -2.8277 -1.1902
H 0.0387 -1.5151 -1.3367
H 0.7039 -3.6511 -1.1064
H -1.0172 -5.5765 -0.6564
H -3.4384 -4.7552 -0.7516
C -3.1068 2.6129 2.6401
C -2.2927 1.7393 1.8196
O -1.7166 2.0825 0.8351
C -2.2728 0.2716 2.1635
C -3.5153 -0.4035 2.3559
C -3.4495 -1.7938 2.4461
C -2.2989 -2.5204 2.3459
C -1.0675 -1.8715 2.2112
C -1.0906 -0.4781 2.0447
H -3.4986 3.4009 2.0366
H -2.4896 2.9887 3.4834
H -3.9690 2.0946 3.0988
H -4.4750 0.0996 2.2750
H -4.3819 -2.3727 2.5434
H -2.4032 -3.5826 2.3247
H -0.1665 -2.4459 2.1367
H -0.1059 0.0108 1.9634

Mulliken population analysis, charges in e, atoms 1 to 2: atom 1 (Cr): 0.568, atom 2 (O): -0.650